Record 1
ORCA calculation (wB97M-V/def2-TZVPD) on a structure of composition C29H29ClKN9O4 in a non-equilibrium geometry.

Structure (XYZ):
```
73
Properties=species:S:1:pos:R:3:forces:R:3:mulliken_charge:R:1
K -0.310 1.719 0.363 -0.6 -1.3 -0.4 1.441
C -2.550 -0.309 2.048 0.0 0.0 -0.1 -0.827
N -1.801 0.863 2.488 0.0 0.1 0.1 0.735
C -0.993 0.610 3.686 0.0 0.0 0.0 -1.807
C 0.526 0.518 3.522 -0.2 0.0 -0.1 0.798
C 1.320 0.490 4.667 -0.1 0.0 0.0 -1.068
C 2.690 0.401 4.534 0.1 0.0 0.0 -0.392
C 3.242 0.340 3.261 -0.1 0.0 0.0 -0.898
C 2.377 0.373 2.186 -0.1 0.0 0.0 -0.190
N 1.050 0.455 2.305 0.1 -0.1 0.1 0.462
C -2.644 2.049 2.663 -0.1 0.0 -0.1 -1.131
C -3.437 2.495 1.441 0.1 -0.1 0.1 0.644
C -4.644 3.161 1.631 0.0 0.0 0.1 -1.078
C -5.321 3.662 0.534 0.0 0.0 0.0 -0.480
C -4.785 3.468 -0.727 0.0 0.0 -0.1 -0.802
C -3.593 2.773 -0.825 0.1 0.0 0.0 -0.385
N -2.930 2.291 0.224 -0.2 0.0 0.2 0.448
C -1.649 -1.438 1.590 0.1 0.2 -0.1 0.418
C -1.644 -2.666 2.232 0.0 0.0 0.0 -0.926
C -0.792 -3.662 1.775 0.0 0.0 0.0 -0.754
C 0.011 -3.400 0.683 0.0 0.1 0.0 -0.651
C -0.073 -2.144 0.092 0.1 0.0 0.0 -0.012
N -0.866 -1.179 0.533 -0.4 -0.1 0.1 0.204
H -3.165 -0.019 1.195 0.0 0.0 0.0 0.477
H -3.238 -0.672 2.829 0.1 0.0 0.1 0.276
H -1.331 -0.315 4.172 0.0 0.0 0.0 0.464
H -1.186 1.399 4.419 0.0 0.0 0.0 0.590
H 0.858 0.557 5.645 0.0 0.0 0.0 0.478
H 3.324 0.392 5.412 0.0 0.0 0.0 0.401
H 4.309 0.285 3.103 0.0 0.0 0.0 0.446
H 2.767 0.348 1.174 0.0 0.0 0.0 0.259
H -1.984 2.878 2.934 0.0 0.0 0.0 0.566
H -3.361 1.926 3.492 0.0 -0.1 0.0 0.408
H -5.030 3.291 2.634 0.0 0.0 0.0 0.450
H -6.254 4.196 0.663 0.0 0.0 0.0 0.410
H -5.267 3.841 -1.619 0.0 0.0 0.0 0.425
H -3.134 2.601 -1.794 0.0 0.0 0.0 0.367
H -2.291 -2.828 3.085 0.0 0.0 0.0 0.417
H -0.755 -4.623 2.272 0.0 0.0 0.0 0.416
H 0.700 -4.134 0.286 0.0 0.0 0.0 0.423
H 0.541 -1.905 -0.772 0.0 0.0 0.0 0.257
C 2.326 0.942 -2.134 0.0 0.0 0.0 -1.221
C 1.005 0.591 -2.733 0.1 0.1 0.1 0.524
N -0.161 0.693 -2.140 0.1 0.0 -0.5 0.103
C -1.088 0.235 -3.052 -0.1 0.0 0.1 -0.569
C -0.477 -0.154 -4.198 0.1 0.0 0.0 -0.897
N 0.871 0.084 -3.994 0.1 0.0 0.0 0.238
C 1.949 -0.338 -4.858 -0.2 -0.1 0.1 -0.975
N 2.771 -1.331 -4.204 0.1 0.1 0.0 0.780
N 4.105 -1.126 -4.109 0.1 -0.2 0.0 -0.692
N 4.637 -2.069 -3.431 -0.2 0.1 0.0 -0.577
C 3.630 -2.926 -3.025 0.5 -0.1 0.2 0.547
C 3.699 -4.082 -2.236 -0.1 0.0 -0.1 -0.794
C 2.515 -4.724 -1.970 -0.2 0.1 -0.1 -0.545
C 1.283 -4.227 -2.467 0.1 -0.2 0.1 -0.650
C 1.201 -3.090 -3.234 0.2 0.0 -0.1 -0.710
C 2.423 -2.453 -3.512 -0.5 0.1 -0.1 0.955
H 2.190 1.633 -1.303 -0.1 0.0 0.0 0.223
H 2.987 1.426 -2.855 0.0 0.0 0.0 0.473
H 2.846 0.050 -1.775 0.0 0.0 0.0 0.131
H -2.142 0.209 -2.826 0.0 0.0 0.0 0.508
H -0.849 -0.556 -5.124 0.0 0.0 0.0 0.431
H 2.619 0.478 -5.121 0.0 0.0 0.0 0.382
H 1.497 -0.736 -5.766 0.0 0.0 0.0 0.381
H 4.646 -4.444 -1.862 0.0 0.0 0.0 0.463
H 2.515 -5.625 -1.371 0.0 0.0 0.0 0.447
H 0.371 -4.757 -2.224 0.0 0.0 0.0 0.460
H 0.249 -2.714 -3.583 0.0 0.0 0.0 0.404
O 1.418 5.476 1.094 -0.2 -0.4 0.0 -0.679
Cl 0.749 4.213 1.017 0.0 0.3 0.3 1.455
O -0.376 4.267 0.080 0.7 0.3 0.4 -0.641
O 1.673 3.163 0.556 0.1 1.0 0.2 -0.637
O 0.234 3.807 2.327 0.3 0.2 -0.7 -0.594
```
Forces are in eV/Å.

The LUMO energy comes out at 0.19 eV. The calculation puts the maximum force at 0.0290 Eh/bohr. The energy comes out at -80986.2704 eV. For the relative energy (zero: lowest compared OMol25 entry of this formula, charge and spin), the calculation gives 0.855 eV. The gap between HOMO and LUMO comes out at 9.232 eV.

***

Record 2
ORCA calculation (wB97M-V/def2-TZVPD) on a structure of composition C29H29ClN8O4S2W in a non-equilibrium geometry.

Structure (XYZ):
```
74
Properties=species:S:1:pos:R:3:forces:R:3:mulliken_charge:R:1
W 0.503 -0.511 0.551 2.2 -1.7 0.6 1.106
N 2.645 1.351 3.803 -1.1 -0.4 -0.7 -0.341
C 1.739 0.937 2.879 2.0 -0.3 0.5 0.621
S 2.094 -0.714 2.325 -0.9 0.4 0.1 -0.416
N 0.897 1.784 2.368 -1.9 0.4 0.1 -1.054
N 0.063 1.248 1.396 -1.8 1.0 0.5 1.162
C -1.188 1.771 1.055 4.0 -0.8 1.1 0.724
C -1.722 2.891 1.841 -0.6 -0.1 -0.7 -0.511
C -2.273 2.826 3.128 0.5 -1.6 0.0 -0.055
C -2.549 3.988 3.816 0.0 -0.2 0.8 -0.611
C -2.210 5.220 3.253 -0.2 -0.7 0.2 -0.475
C -1.764 5.273 1.947 0.5 0.9 0.2 -0.829
C -1.569 4.116 1.212 -0.4 0.9 0.2 -0.347
C -1.512 1.361 -0.316 -0.7 -0.6 -0.8 0.760
C -2.507 1.944 -1.106 0.6 -0.4 1.3 -0.806
C -2.501 1.651 -2.449 -0.6 0.0 -1.2 -0.672
C -1.650 0.659 -2.997 -0.9 1.1 -0.4 -1.014
C -0.873 -0.036 -2.126 1.5 -0.2 0.4 -0.036
N -0.738 0.357 -0.835 -1.2 0.5 -0.6 -0.129
H 3.289 0.655 4.179 -0.3 0.7 0.0 0.231
H 2.553 2.295 4.153 0.3 -0.2 0.2 0.273
H -2.424 1.818 3.592 0.1 1.1 -0.4 0.389
H -2.942 3.885 4.846 0.2 0.3 -0.8 0.388
H -2.280 6.106 3.853 -0.1 0.3 0.0 0.454
H -1.457 6.250 1.562 -0.4 -0.4 -0.2 0.383
H -1.334 4.232 0.170 0.5 -0.3 -0.2 0.468
H -3.234 2.564 -0.587 0.2 0.3 -0.5 0.726
H -3.218 2.210 -3.066 0.5 -0.4 0.0 0.470
H -1.559 0.465 -4.073 -0.4 0.0 0.5 0.560
H -0.195 -0.842 -2.473 -0.6 0.5 0.3 0.445
O 4.346 -2.576 -4.175 -1.3 0.5 -0.4 -0.431
C 3.197 -1.873 -4.066 -0.5 0.2 -1.4 0.367
O 2.438 -1.668 -5.002 1.6 -0.6 1.8 -0.528
C 2.898 -1.211 -2.741 -0.6 -1.0 0.8 0.016
C 3.163 0.103 -2.512 0.7 1.2 0.6 0.429
Cl 4.182 1.037 -3.518 -0.6 0.1 0.5 -0.113
N 2.701 0.550 -1.290 -0.9 -2.8 -1.2 0.632
N 2.140 -0.693 -0.678 0.3 0.5 -1.5 0.077
C 2.276 -1.747 -1.560 1.5 3.1 -1.3 0.386
C 2.213 -3.248 -1.413 -0.9 -3.0 1.1 -0.163
O 1.187 -3.916 -1.764 0.2 1.7 0.2 -0.781
O 3.273 -3.694 -0.967 -0.4 1.2 -0.4 -0.595
C 3.200 1.634 -0.497 1.2 1.1 0.5 -0.856
C 2.708 2.955 -0.528 0.2 -0.8 0.5 -0.425
C 3.196 3.901 0.391 -0.9 0.2 -1.1 -0.552
C 4.312 3.640 1.134 0.3 0.2 1.1 -0.448
C 4.902 2.379 1.089 -0.1 0.4 0.0 -0.749
C 4.357 1.411 0.269 -0.2 -0.7 0.7 0.263
H 4.842 -2.619 -3.352 0.0 -0.1 0.4 0.422
H 2.017 3.296 -1.269 -0.8 -0.2 -0.2 0.568
H 2.655 4.856 0.486 0.6 -0.4 -0.3 0.408
H 4.667 4.433 1.802 0.1 -0.5 -0.2 0.412
H 5.745 2.130 1.729 0.0 0.1 -0.3 0.432
H 4.827 0.440 0.368 -0.3 -0.3 -0.5 0.473
C -3.759 -3.283 2.351 0.6 -1.3 0.2 -1.069
C -3.670 -2.139 1.360 -0.7 1.3 0.1 -0.150
N -3.160 -2.493 0.023 0.4 -0.1 -0.5 -0.205
C -1.927 -2.880 -0.312 0.9 0.0 1.3 0.401
S -0.560 -2.479 0.907 -1.1 -0.4 -0.7 -0.272
N -1.609 -3.653 -1.308 0.8 -0.2 0.0 0.173
C -2.519 -4.591 -1.986 -0.7 -0.7 -0.5 -0.378
C -1.834 -5.946 -2.196 1.3 0.8 1.2 -1.179
H -4.782 -3.379 2.708 0.1 -0.1 0.2 0.342
H -3.064 -3.217 3.238 -0.7 0.1 -1.1 0.312
H -3.515 -4.226 1.809 -0.2 0.4 0.6 0.281
H -3.000 -1.392 1.776 0.0 0.4 -0.1 -0.059
H -4.693 -1.650 1.225 1.5 -0.7 -0.1 0.498
H -3.795 -2.465 -0.754 -0.5 -0.3 -0.1 0.323
H -0.566 -3.786 -1.552 -0.6 0.3 0.5 0.233
H -2.739 -4.245 -2.998 -0.3 0.5 0.2 0.309
H -3.456 -4.735 -1.399 0.6 0.5 -0.4 0.371
H -0.766 -5.725 -2.397 -0.4 -0.4 0.0 0.256
H -2.229 -6.437 -3.061 -0.4 -0.4 -0.2 0.399
H -1.881 -6.550 -1.273 0.0 0.1 -0.6 0.308
```
Forces are in eV/Å.

The LUMO energy (alpha / beta) comes out at -8.08 / -8.26 eV. The net charge is +2. The calculation puts the maximum force at 0.0811 Eh/bohr. The energy comes out at -86656.6098 eV. Its spin multiplicity is 3. For the relative energy (zero: lowest compared OMol25 entry of this formula, charge and spin), the calculation gives 0.109 eV. The gap between HOMO and LUMO (alpha / beta) comes out at 5.934 / 5.797 eV. As for the expectation value of S²: 2.022.

***

Record 3
ORCA calculation (wB97M-V/def2-TZVPD) on a structure of composition C29H29F4GaN7SSb in a non-equilibrium geometry.

Structure (XYZ):
```
72
Properties=species:S:1:pos:R:3:forces:R:3:mulliken_charge:R:1
Ga 1.305 0.926 -0.694 0.9 0.9 1.5 -0.078
C 3.356 -1.184 0.269 0.1 -0.3 0.1 -1.057
N 3.154 0.261 0.470 -0.7 0.8 -0.1 0.297
C 4.406 0.969 0.044 0.3 -0.7 0.4 -1.259
C 2.812 0.624 1.902 -0.3 -2.6 -1.3 -1.109
C 2.047 1.897 1.911 -0.5 1.5 0.0 -0.473
N 1.018 2.059 0.848 0.6 -2.2 -0.1 0.501
C 0.006 2.959 1.022 -1.1 1.8 -1.0 1.043
C -0.819 3.268 -0.096 0.8 -0.2 0.5 0.250
F -0.604 2.437 -1.189 -0.3 0.2 0.1 -0.372
C -1.645 4.394 -0.178 -0.9 0.1 0.1 0.113
F -2.604 4.495 -1.152 1.5 -0.1 0.5 -0.293
C -1.612 5.350 0.830 1.2 -1.9 0.2 -0.662
C -0.887 5.003 1.999 -1.7 2.1 -0.4 0.095
F -1.017 5.865 3.041 0.3 -1.0 -0.6 -0.283
C -0.249 3.820 2.142 0.7 -2.1 1.0 -0.038
F -0.006 3.353 3.424 0.4 0.7 -1.2 -0.344
H 4.363 -1.507 0.585 -0.4 0.1 0.2 0.345
H 2.571 -1.810 0.734 0.4 0.5 0.0 0.221
H 3.283 -1.341 -0.792 0.1 -0.4 -0.5 0.457
H 5.229 0.598 0.719 -0.6 0.5 -0.7 0.466
H 4.596 0.644 -1.002 0.2 0.5 0.9 0.456
H 4.306 2.075 0.133 0.0 -0.9 -0.2 0.311
H 2.258 -0.286 2.273 0.2 1.2 -0.1 0.383
H 3.750 0.656 2.455 -0.1 0.3 0.3 0.371
H 1.545 2.000 2.868 0.3 0.2 0.2 0.570
H 2.775 2.715 1.771 -0.3 0.0 0.4 0.316
H -2.182 6.237 0.778 -0.6 0.7 0.1 0.536
N 4.859 3.463 -3.874 0.1 -0.5 1.1 -0.503
N 3.664 2.990 -3.432 -1.5 -1.0 1.5 0.937
N 2.526 3.262 -4.061 0.1 -1.4 0.6 -0.886
C 1.604 2.588 -3.341 2.8 1.2 0.9 -0.236
N 2.218 2.071 -2.214 -1.3 -0.7 -1.3 0.326
N 3.529 2.262 -2.305 -0.2 1.8 -2.2 -0.220
H 4.769 3.760 -4.843 0.6 -0.4 0.2 0.320
H 5.645 2.914 -3.455 -0.9 0.8 -1.2 0.298
H 0.578 2.609 -3.638 -0.5 -0.2 0.4 0.533
S 0.404 -0.904 -1.644 0.6 0.6 -0.4 -0.534
Sb -1.120 -1.904 -0.181 -1.7 -0.8 0.0 1.630
C -2.435 -0.439 0.702 0.3 -0.2 -0.9 0.809
C -2.096 -0.205 2.002 0.5 0.8 1.5 -0.414
C -2.857 0.732 2.692 0.1 -0.4 1.1 -0.837
C -3.870 1.451 2.115 -0.6 0.6 -0.5 -0.505
C -4.249 1.216 0.800 1.5 -1.5 -1.5 -0.812
C -3.515 0.251 0.069 0.9 -1.0 1.2 -0.462
C -2.431 -2.895 -1.583 0.3 0.5 0.1 0.619
C -2.136 -3.122 -2.927 0.6 0.5 -0.4 -0.427
C -3.164 -3.497 -3.804 1.0 -0.1 -0.4 -0.570
C -4.467 -3.566 -3.365 0.1 0.5 1.0 -0.587
C -4.776 -3.254 -2.048 0.1 0.1 1.3 -0.653
C -3.746 -2.987 -1.135 -0.6 -0.1 0.2 -0.399
C -0.147 -3.407 1.087 -0.8 1.2 -1.0 0.678
C -0.312 -3.526 2.447 0.4 0.5 0.5 -0.278
C 0.328 -4.590 3.090 -0.8 -0.3 -0.3 -0.686
C 1.069 -5.498 2.361 0.6 0.5 -1.1 -0.467
C 1.280 -5.308 0.966 -0.8 -0.5 1.0 -0.778
C 0.576 -4.302 0.314 0.8 -0.2 -0.6 -0.525
H -1.219 -0.616 2.554 -0.8 0.0 -0.7 0.068
H -2.734 0.807 3.762 0.4 0.4 0.1 0.445
H -4.363 2.233 2.671 -0.2 -0.1 0.2 0.484
H -5.030 1.709 0.250 -0.3 0.3 0.3 0.459
H -3.737 -0.150 -0.906 -0.5 0.7 -0.4 0.523
H -1.120 -2.908 -3.330 -0.8 -0.4 0.3 0.233
H -2.924 -3.716 -4.856 -0.1 0.2 0.6 0.374
H -5.257 -3.816 -4.009 -0.8 -0.3 -0.9 0.469
H -5.798 -3.181 -1.635 0.6 -0.4 -0.7 0.381
H -4.012 -2.861 -0.073 0.2 0.2 -0.6 0.458
H -0.844 -2.765 3.018 -0.1 -0.4 -0.1 0.395
H 0.120 -4.812 4.123 0.1 0.3 0.3 0.406
H 1.531 -6.335 2.865 0.0 0.0 -0.1 0.418
H 1.884 -6.040 0.441 -0.1 0.2 -0.1 0.430
H 0.621 -4.191 -0.786 0.1 -0.2 0.7 0.319
```
Forces are in eV/Å.

The LUMO energy comes out at -5.72 eV. The net charge is +2. The calculation puts the maximum force at 0.0623 Eh/bohr. The energy comes out at -121575.4148 eV. For the relative energy (zero: lowest compared OMol25 entry of this formula, charge and spin), the calculation gives 1.253 eV. The gap between HOMO and LUMO comes out at 7.276 eV.